(1)
{"formula": "ClH4N2PS", "method": "ωB97M-V/def2-TZVPD", "elements": ["N", "N", "P", "S", "Cl", "H", "H", "H", "H"], "coordinates": [[-0.506, 0.286, 3.222], [0.028, -0.858, -1.060], [0.405, 1.228, 2.361], [2.353, 1.107, 1.876], [-0.665, 2.653, 1.544], [-0.517, -1.429, -1.821], [-0.364, -0.546, 3.726], [-0.359, 0.059, -1.225], [-0.140, -1.169, -0.120]], "forces_ev_per_angstrom": [[0.304, 3.430, -2.414], [-1.008, -1.041, -3.042], [1.797, -3.359, 1.459], [-2.761, 0.482, 0.571], [-0.230, 0.300, -0.068], [1.407, 0.893, 2.438], [0.897, -0.854, 0.441], [0.074, 0.381, 0.512], [-0.478, -0.232, 0.104]], "molar_mass_g_mol": 130.54, "orbital_gap_ev": 8.988, "charge": 0, "e_lumo_ev": -0.7}

(2)
{"formula": "C11H14ClHoNO3SSe2", "method": "ωB97M-V/def2-TZVPD", "elements": ["Ho", "C", "Se", "C", "C", "Se", "C", "H", "H", "H", "H", "H", "H", "H", "H", "H", "H", "Cl", "C", "C", "C", "C", "O", "C", "C", "O", "C", "H", "H", "H", "H", "O", "S", "N"], "coordinates": [[-0.221, -0.593, -0.296], [-3.750, -0.462, 2.125], [-2.799, -1.869, 1.138], [-1.881, -2.712, 2.690], [-1.238, -1.671, 3.643], [-0.007, -0.406, 2.803], [1.476, -1.619, 2.212], [-4.410, 0.034, 1.422], [-3.033, 0.260, 2.486], [-4.359, -0.908, 2.921], [-1.200, -3.415, 2.246], [-2.655, -3.277, 3.232], [-0.661, -2.153, 4.422], [-2.028, -1.020, 4.038], [1.162, -2.371, 1.504], [1.892, -2.127, 3.095], [2.199, -0.963, 1.737], [2.330, 3.935, -5.310], [2.242, 3.167, -3.797], [3.282, 2.366, -3.314], [3.120, 1.525, -2.267], [1.814, 1.417, -1.716], [1.474, 0.471, -0.865], [0.835, 2.351, -2.124], [-0.456, 2.318, -1.570], [-0.998, 1.364, -0.926], [1.019, 3.228, -3.191], [4.250, 2.435, -3.745], [3.917, 0.942, -1.848], [-1.100, 3.200, -1.679], [0.214, 3.864, -3.549], [0.176, -2.984, -0.664], [-0.065, -2.822, -2.196], [-0.537, -1.504, -2.658]], "forces_ev_per_angstrom": [[-0.325, -0.692, -0.472], [-0.067, -0.391, -0.199], [0.040, -0.043, 0.353], [-0.593, 0.964, 0.324], [-0.448, -0.387, -1.223], [0.713, -0.250, -0.518], [-0.370, 0.221, 0.818], [-0.060, -0.029, -0.144], [0.038, 0.167, 0.263], [0.316, 0.112, -0.195], [0.460, -0.221, -0.075], [0.280, 0.194, -0.172], [-0.151, -0.061, 0.321], [0.392, -0.280, 0.255], [-0.300, -0.299, -0.231], [-0.036, 0.366, -0.379], [0.245, 0.060, 0.156], [0.692, 0.648, -0.860], [-0.927, 0.059, -0.425], [0.096, 0.556, -0.079], [-1.489, -0.341, 1.144], [0.318, -0.292, -0.121], [0.710, -0.099, 0.333], [-0.561, -0.571, 0.431], [-1.461, -0.683, 0.913], [0.408, 0.832, -0.312], [0.936, 0.009, 0.208], [0.569, 0.114, -0.598], [0.208, -0.260, -0.076], [0.174, -0.060, -0.277], [0.203, -0.087, 0.021], [-0.270, 1.201, -0.882], [0.072, -0.556, 0.457], [0.185, 0.100, 1.242]], "molar_mass_g_mol": 598.61, "multiplicity": 5, "orbital_gap_ev": [7.550, 7.583], "charge": 1, "e_lumo_ev": [-3.8, -3.8]}

(3)
{"formula": "C7H17N2", "method": "ωB97M-V/def2-TZVPD", "elements": ["C", "C", "C", "C", "C", "C", "C", "N", "N", "H", "H", "H", "H", "H", "H", "H", "H", "H", "H", "H", "H", "H", "H", "H", "H", "H"], "coordinates": [[-1.909, -1.601, -0.931], [-2.013, -0.334, -0.110], [-3.075, -0.283, 0.984], [-1.560, 2.170, -0.172], [2.026, -0.173, 0.438], [-1.388, 0.740, -0.624], [2.946, 0.950, 0.075], [4.142, 0.457, -0.285], [2.673, -1.562, 0.340], [-2.823, -1.729, -1.301], [-1.500, -2.358, -0.289], [-3.852, 0.582, 0.647], [-3.515, -1.179, 1.196], [-2.796, -0.028, 1.914], [-0.503, 2.570, -0.085], [-2.020, 2.005, 0.847], [-2.093, 2.548, -1.018], [0.964, 0.056, 0.095], [1.722, -0.163, 1.447], [-0.791, 0.467, -1.499], [2.509, 1.864, 0.243], [4.319, -0.504, -0.228], [2.176, -2.264, 0.931], [-1.104, -1.505, -1.673], [2.557, -1.825, -0.604], [4.907, 1.100, -0.338]], "forces_ev_per_angstrom": [[4.519, 1.435, 2.295], [0.048, 0.637, -0.552], [-1.101, 3.462, -4.346], [1.993, -2.416, 1.169], [-0.482, -1.403, -0.454], [0.071, -1.176, 0.543], [2.223, -7.292, 0.131], [-2.806, 5.431, 0.928], [-1.364, 1.865, 0.646], [-3.589, -1.470, -1.804], [-0.636, -1.069, 0.343], [1.376, -2.357, 0.889], [-1.649, -2.562, -0.362], [1.768, 1.561, 3.229], [-1.424, 0.278, -0.011], [0.097, 1.385, -1.308], [-0.687, 1.400, 0.198], [0.955, -0.679, -0.818], [0.208, 0.961, 1.883], [-0.016, 0.716, 0.000], [0.288, 2.829, -0.220], [-0.094, -2.047, 0.309], [0.490, 1.028, -0.642], [-0.654, 0.182, -0.282], [-0.118, -0.933, -1.240], [0.583, 0.235, -0.523]], "molar_mass_g_mol": 129.23, "orbital_gap_ev": 6.433, "charge": 1, "e_lumo_ev": -5.2}

(4)
{"formula": "C3H6O3", "method": "ωB97M-V/def2-TZVPD", "elements": ["C", "C", "C", "O", "O", "O", "H", "H", "H", "H", "H", "H"], "coordinates": [[-0.330, -0.125, -1.309], [-0.167, 0.593, 1.114], [-0.388, -0.737, 0.577], [-0.818, 1.580, 0.762], [1.065, 0.769, 1.646], [0.963, -0.168, -1.664], [1.175, 1.715, 1.840], [1.358, -0.984, -1.313], [-0.764, 0.826, -1.596], [-0.985, -0.941, -1.596], [-1.428, -1.043, 0.617], [0.320, -1.484, 0.922]], "forces_ev_per_angstrom": [[-0.672, -2.485, 2.661], [0.233, 2.719, -1.861], [-1.060, 1.458, -2.083], [0.153, -1.002, 1.653], [-0.072, -0.353, 0.773], [1.355, -0.380, -0.457], [-0.170, -0.158, -0.207], [-0.113, 0.380, -0.400], [-0.030, 0.212, 0.980], [0.206, -0.218, -0.778], [0.060, -0.075, 0.256], [0.110, -0.098, -0.536]], "molar_mass_g_mol": 90.08, "orbital_gap_ev": 10.127, "charge": 0, "e_lumo_ev": 0.7}

(5)
{"formula": "C4H7FS", "method": "ωB97M-V/def2-TZVPD", "elements": ["C", "C", "F", "C", "C", "S", "H", "H", "H", "H", "H", "H", "H"], "coordinates": [[1.390, 1.156, -0.620], [1.252, 0.070, 0.441], [1.772, -1.115, -0.065], [-0.240, -0.306, 0.599], [-1.182, 0.740, 0.874], [-1.637, -0.326, -0.584], [1.607, 2.103, -0.203], [2.130, 0.878, -1.380], [0.457, 1.134, -1.181], [1.713, 0.185, 1.457], [-0.296, -1.268, 1.143], [-0.951, 1.705, 0.446], [-1.740, 0.552, 1.873]], "forces_ev_per_angstrom": [[0.155, -1.311, -0.344], [-1.479, -0.932, -1.060], [1.029, -0.456, -0.211], [1.589, -1.174, 0.870], [-2.146, -0.996, 1.595], [0.675, 0.487, 0.402], [0.169, 1.097, 0.265], [0.213, 0.087, 0.527], [-0.117, 0.495, -0.018], [-0.438, 0.419, -0.918], [-0.119, 0.903, 0.151], [-0.029, 0.316, 0.808], [0.497, 1.064, -2.067]], "molar_mass_g_mol": 106.16, "smiles": "C[C@H](F)[C@H]1CS1", "orbital_gap_ev": 9.871, "charge": 0, "e_lumo_ev": 0.9}

(6)
{"formula": "C7H8NO4", "method": "ωB97M-V/def2-TZVPD", "elements": ["C", "C", "C", "C", "C", "C", "C", "N", "O", "O", "O", "O", "H", "H", "H", "H", "H", "H", "H", "H"], "coordinates": [[2.575, 0.536, -0.771], [1.285, 0.017, -0.814], [0.663, 0.512, 0.350], [-0.624, -1.463, 1.477], [0.689, -0.900, -1.864], [-1.211, 0.971, 2.185], [-0.786, 0.102, 1.019], [2.747, 1.325, 0.262], [-1.226, -2.163, 0.640], [-0.064, -1.763, 2.516], [1.600, 1.212, 0.997], [-1.826, 0.205, 0.038], [3.375, 0.363, -1.557], [-0.026, -1.662, -1.517], [-0.039, -0.359, -2.641], [1.546, -1.226, -2.419], [-0.287, 1.021, 2.922], [-2.024, 0.482, 2.539], [-1.318, 1.974, 1.863], [-1.980, -0.757, 0.063]], "forces_ev_per_angstrom": [[-0.262, -2.735, -3.882], [0.937, -1.394, -2.563], [-4.997, -0.373, 1.424], [-0.939, 1.190, -0.705], [-1.401, 1.990, -0.922], [5.913, 0.363, 0.185], [2.844, 1.199, -0.701], [2.100, 1.561, 0.449], [-0.363, -0.963, -0.542], [0.650, 0.223, 0.521], [-0.968, 1.317, 3.856], [1.220, -0.313, 0.641], [-1.085, 0.397, 1.287], [0.838, -0.030, 0.475], [1.643, -0.428, 1.626], [0.076, -0.829, -0.511], [-2.122, -0.410, -0.987], [-2.606, -0.856, 1.662], [-0.743, 0.959, -0.360], [-0.734, -0.867, -0.954]], "molar_mass_g_mol": 170.14, "multiplicity": 3, "orbital_gap_ev": [5.197, 6.262], "charge": -1, "e_lumo_ev": [3.6, 1.2]}